This record from OMol25 describes C45H37GeN8O5S4V as an isolated structure. The level of theory is wB97M-V/def2-TZVPD.

## Properties
relative energy (zero: lowest compared OMol25 entry of this formula, charge and spin): 299.1 kJ/mol
multiplicity: 4
largest force on an atom: 2.5 eV Å⁻¹
LUMO level (alpha / beta): 1.53 / 1.67 eV
total charge: -1
molecular weight: 1021.66 g/mol

Cartesian coordinates (Å):
V (-1.42, 0.93, -0.46)
S (-0.97, 2.41, 1.33)
C (-2.24, 1.79, 2.40)
C (-2.05, 1.92, 3.76)
N (-1.84, 1.95, 4.90)
C (-3.42, 1.29, 1.87)
S (-3.66, 0.85, 0.22)
C (-4.52, 1.09, 2.72)
N (-5.43, 0.91, 3.39)
O (1.55, 1.20, -2.87)
C (0.59, 1.42, -2.15)
O (0.46, 1.11, -0.92)
C (-0.58, 2.22, -2.65)
C (-0.60, 2.83, -3.91)
C (-1.66, 3.62, -4.26)
C (-2.63, 3.93, -3.27)
C (-3.67, 4.85, -3.50)
C (-4.49, 5.24, -2.48)
C (-4.30, 4.74, -1.19)
C (-3.32, 3.80, -0.95)
C (-2.50, 3.34, -1.98)
N (-1.56, 2.37, -1.74)
H (0.23, 2.63, -4.57)
H (-1.74, 4.05, -5.24)
H (-3.79, 5.26, -4.49)
H (-5.29, 5.95, -2.65)
H (-4.91, 5.10, -0.36)
H (-3.16, 3.43, 0.06)
N (2.94, -6.68, -3.76)
C (2.07, -5.92, -3.00)
C (2.52, -4.77, -2.35)
C (1.68, -4.05, -1.54)
C (0.38, -4.48, -1.33)
C (-0.09, -5.61, -1.96)
C (0.75, -6.33, -2.80)
S (-0.63, -3.49, -0.24)
O (0.00, -3.51, 1.06)
O (-1.99, -3.99, -0.24)
N (-0.54, -1.99, -0.81)
C (-1.30, -1.62, -1.79)
S (-1.80, -2.71, -3.11)
C (-2.64, -1.38, -3.85)
C (-2.51, -0.27, -3.10)
N (-1.77, -0.40, -1.96)
H (3.76, -6.20, -4.08)
H (2.51, -7.28, -4.46)
H (3.53, -4.42, -2.52)
H (1.99, -3.14, -1.06)
H (-1.12, -5.91, -1.81)
H (0.38, -7.21, -3.31)
H (-3.17, -1.51, -4.76)
H (-2.96, 0.69, -3.33)
N (-1.20, -0.41, 1.02)
C (-1.53, -1.21, 1.79)
N (-2.01, -1.95, 2.74)
C (-3.43, -2.22, 2.84)
C (-3.87, -1.95, 4.29)
O (-3.09, -2.70, 5.20)
C (-1.72, -2.38, 5.08)
C (-1.21, -2.71, 3.67)
H (-3.62, -3.26, 2.58)
H (-3.99, -1.57, 2.16)
H (-4.90, -2.25, 4.43)
H (-3.77, -0.87, 4.51)
H (-1.20, -2.97, 5.83)
H (-1.57, -1.30, 5.28)
H (-1.33, -3.78, 3.47)
H (-0.16, -2.46, 3.56)
C (1.13, 0.99, 3.60)
Ge (1.19, 1.42, 1.63)
C (2.15, 3.19, 1.45)
C (1.63, 4.20, 0.65)
C (2.27, 5.42, 0.55)
C (3.45, 5.64, 1.23)
C (3.99, 4.63, 2.01)
C (3.34, 3.42, 2.11)
C (2.29, -0.11, 0.90)
C (2.07, -1.34, 1.46)
C (2.88, -2.44, 1.16)
C (3.93, -2.29, 0.29)
C (4.18, -1.05, -0.33)
C (5.24, -0.88, -1.24)
C (5.45, 0.31, -1.87)
C (4.59, 1.39, -1.62)
C (3.57, 1.27, -0.72)
C (3.33, 0.06, -0.04)
H (2.11, 0.66, 3.93)
H (0.42, 0.19, 3.80)
H (0.84, 1.86, 4.17)
H (0.71, 4.03, 0.10)
H (1.85, 6.20, -0.07)
H (3.95, 6.60, 1.16)
H (4.92, 4.80, 2.53)
H (3.77, 2.62, 2.71)
H (1.24, -1.49, 2.13)
H (2.65, -3.39, 1.60)
H (4.57, -3.13, 0.04)
H (5.89, -1.73, -1.44)
H (6.26, 0.42, -2.58)
H (4.74, 2.32, -2.14)
H (2.92, 2.10, -0.54)